(1)
{
  "formula": "C20H17N3O2S",
  "method": "ωB97M-V/def2-TZVPD",
  "smiles": "Cc1cccc(S(=O)(=O)Nc2ccc(-c3cn4ccccc4n3)cc2)c1",
  "elements": ["S", "O", "O", "N", "N", "N", "C", "C", "C", "C", "C", "C", "C", "C", "C", "C", "C", "C", "C", "C", "C", "C", "C", "C", "C", "C", "H", "H", "H", "H", "H", "H", "H", "H", "H", "H", "H", "H", "H", "H", "H", "H", "H"],
  "xyz": [[1.26, 2.73, 1.14], [1.78, 3.03, -0.15], [0.06, 3.39, 1.56], [1.08, 1.05, 1.28], [-3.72, -2.73, -3.56], [-3.10, -3.02, -1.43], [4.85, 2.76, 2.98], [-2.47, -1.93, -1.94], [0.00, 0.68, -0.86], [2.54, 2.95, 2.37], [3.21, 3.55, 4.58], [4.52, 3.22, 4.25], [-0.52, -0.75, 1.00], [-4.71, -4.61, -2.43], [-5.22, -4.10, -4.73], [2.20, 3.41, 3.63], [-1.56, -1.15, -1.13], [-2.84, -1.74, -3.26], [3.83, 2.63, 2.04], [-3.85, -3.50, -2.40], [6.27, 2.44, 2.63], [0.18, 0.34, 0.48], [-4.39, -3.03, -4.70], [-5.38, -4.91, -3.58], [-0.86, -0.05, -1.65], [-1.37, -1.48, 0.21], [-4.23, -2.38, -5.55], [6.78, 3.34, 2.31], [-6.05, -5.76, -3.62], [1.18, 3.67, 3.84], [-1.91, -2.33, 0.60], [4.03, 2.28, 1.03], [2.98, 3.91, 5.57], [5.30, 3.33, 4.99], [-0.99, 0.23, -2.68], [6.80, 2.03, 3.48], [-0.38, -1.01, 2.04], [0.53, 1.52, -1.26], [1.00, 0.80, 2.26], [6.31, 1.72, 1.81], [-4.80, -5.20, -1.53], [-5.76, -4.34, -5.63], [-2.56, -1.00, -3.98]]
}

***

(2)
{
  "formula": "C20H18BrIN2O4SbSe5Y",
  "method": "ωB97M-V/def2-TZVPD",
  "charge": -2,
  "elements": ["I", "Sb", "Y", "Br", "Se", "Se", "Se", "Se", "Se", "O", "O", "O", "O", "N", "N", "C", "C", "C", "C", "C", "C", "C", "C", "C", "C", "C", "C", "C", "C", "C", "C", "C", "C", "C", "C", "H", "H", "H", "H", "H", "H", "H", "H", "H", "H", "H", "H", "H", "H", "H", "H", "H", "H"],
  "xyz": [[3.76, -1.40, -0.73], [-0.87, 5.62, -0.75], [0.26, 2.93, -0.51], [5.43, -4.64, -0.86], [1.60, 5.21, -0.63], [0.10, 0.25, -0.84], [-1.47, 4.34, -2.74], [-1.67, 3.97, 1.05], [-1.56, 7.87, -0.29], [4.44, 2.82, 5.21], [2.47, 2.08, -0.27], [5.21, 1.78, 3.43], [4.16, 1.20, 0.93], [1.34, 3.04, 1.85], [1.03, 3.62, 2.98], [-2.42, -0.59, -1.98], [-5.86, -1.70, -0.71], [3.58, -4.45, -1.27], [1.56, -5.57, -1.95], [-3.74, -1.06, -1.94], [2.54, 2.53, 2.01], [-3.76, -0.88, 0.43], [-1.76, -0.41, -3.32], [2.01, 3.52, 3.90], [1.57, -3.19, -1.60], [3.03, 2.81, 3.32], [2.91, -5.62, -1.62], [-4.43, -1.21, -0.74], [-1.83, -0.09, 1.78], [2.92, -3.22, -1.26], [-2.44, -0.42, 0.44], [3.11, 1.89, 0.80], [0.89, -4.35, -1.94], [4.28, 2.47, 4.06], [-1.75, -0.29, -0.78], [-5.97, -2.62, -0.14], [-4.24, -1.29, -2.88], [0.13, 4.09, 2.99], [1.04, -2.24, -1.57], [-4.28, -0.97, 1.38], [-0.88, 0.40, 1.68], [-2.44, -0.70, -4.12], [1.93, 3.95, 4.88], [-6.53, -0.96, -0.26], [-0.16, -4.30, -2.19], [-1.46, 0.63, -3.47], [-2.50, 0.56, 2.34], [-1.68, -1.01, 2.37], [1.04, -6.48, -2.21], [-6.23, -1.90, -1.72], [3.44, -6.56, -1.62], [4.95, 1.58, 2.47], [-0.84, -1.00, -3.40]]
}

***

(3)
{
  "formula": "C20H18CdIN6O3Se",
  "method": "ωB97M-V/def2-TZVPD",
  "charge": -1,
  "elements": ["I", "Cd", "Se", "O", "O", "O", "N", "N", "N", "N", "N", "N", "C", "C", "C", "C", "C", "C", "C", "C", "C", "C", "C", "C", "C", "C", "C", "C", "C", "C", "C", "C", "H", "H", "H", "H", "H", "H", "H", "H", "H", "H", "H", "H", "H", "H", "H", "H", "H", "H"],
  "xyz": [[-1.38, -1.69, -5.52], [-0.52, -2.09, 1.83], [1.58, -2.40, 0.28], [-4.59, -1.31, 0.73], [-2.46, -1.20, 1.41], [1.34, 4.35, 0.82], [-0.43, -8.39, 3.52], [2.75, -2.05, 3.04], [1.63, 2.77, -0.76], [-1.44, -6.31, 2.65], [-0.08, 0.24, 2.45], [-0.87, -3.95, 2.85], [-1.15, 0.80, 3.02], [-0.86, -7.39, 3.14], [-1.64, -0.93, -1.27], [3.82, 3.92, -0.97], [-1.20, -1.00, -2.59], [-1.09, -5.10, 2.77], [0.30, 2.30, 1.29], [2.42, 3.74, -1.52], [2.35, -2.21, 1.97], [-3.39, -1.32, 0.52], [-2.03, -1.57, -3.54], [-2.89, -1.42, -0.90], [1.13, 3.20, 0.43], [-3.28, -2.07, -3.20], [0.63, 0.99, 1.59], [-3.71, -1.98, -1.88], [-0.81, 2.86, 1.90], [2.59, 0.63, -1.57], [-1.56, 2.10, 2.77], [1.35, 1.50, -1.43], [4.39, 4.60, -1.61], [2.32, -0.37, -1.90], [-2.44, 2.49, 3.25], [-1.07, 3.89, 1.68], [3.29, 1.06, -2.28], [0.96, 1.73, -2.42], [3.79, 4.33, 0.03], [-1.72, 0.17, 3.70], [4.35, 2.96, -0.95], [-3.92, -2.52, -3.95], [2.45, 3.38, -2.55], [-4.69, -2.34, -1.59], [-0.23, -0.61, -2.86], [3.10, 0.52, -0.61], [1.89, 4.69, -1.52], [1.50, 0.50, 1.16], [-1.01, -0.49, -0.52], [0.56, 0.98, -0.90]]
}

***

(4)
{
  "formula": "C20H18ClN3O2",
  "method": "ωB97M-V/def2-TZVPD",
  "smiles": "O=C(NN1CCOCC1)c1cc(-c2cccc(Cl)c2)nc2ccccc12",
  "elements": ["Cl", "O", "O", "N", "N", "N", "C", "C", "C", "C", "C", "C", "C", "C", "C", "C", "C", "C", "C", "C", "C", "C", "C", "C", "C", "C", "H", "H", "H", "H", "H", "H", "H", "H", "H", "H", "H", "H", "H", "H", "H", "H", "H", "H"],
  "xyz": [[5.51, -1.52, 0.57], [-1.14, -3.09, -2.16], [-1.77, -0.03, 3.43], [0.58, 2.23, -0.26], [-1.72, -1.55, 1.77], [-1.67, -2.31, 0.54], [-0.64, 2.39, -0.28], [-0.34, -2.84, 0.07], [3.47, 2.11, -0.24], [0.57, 0.41, 1.30], [-1.40, 1.62, 0.48], [3.43, -0.07, 0.63], [-0.55, -3.79, -0.76], [-2.61, 3.63, -1.29], [-3.31, 2.68, -0.22], [-2.82, 1.49, 0.55], [-2.47, -2.66, -1.79], [4.83, 2.11, -0.35], [5.58, 1.19, -0.10], [-1.38, -0.41, 2.22], [2.79, 1.15, 0.18], [-0.66, 0.57, 1.20], [-1.31, 3.33, -0.93], [-2.44, -1.45, -0.54], [1.26, 1.21, 0.21], [4.83, -0.14, 0.04], [0.52, -3.97, -1.41], [-3.07, 4.34, -1.69], [-1.07, -4.59, -0.46], [2.86, 3.12, -0.36], [-1.82, -0.94, -1.03], [1.08, -0.49, 1.82], [-3.50, -1.27, -0.38], [-4.43, 2.79, -0.09], [-2.82, -2.30, -2.60], [-3.00, -3.46, -1.33], [0.06, -3.21, 1.14], [-2.42, -2.25, 2.57], [-3.51, 1.03, 1.32], [6.69, 0.85, -0.09], [0.27, -1.96, -0.07], [5.28, 3.13, -0.40], [-0.65, 3.86, -1.87], [2.88, -0.95, 0.64]]
}

***

The records above give, respectively, HOMO values of -0.282, -0.099, -0.226, -0.314 Eh.
The records above give, respectively, energy above the lowest of the compared OMol25 structures with the same formula, charge and spin values of 143.7, 103.5, 92.3, 1882.7 kJ/mol.
The records above give, respectively, Kohn-Sham gap values of 8.179, 6.188, 8.020, 8.347 eV.